Below is 12 unconnected molecules or ions with the total composition C5H30O13, with properties calculated with wB97M-V/def2-TZVPD.

XYZ file:
```
48
C5H30O13, DFT wB97M-V/def2-TZVPD
O 1.080 -1.914 -1.355
C 1.497 -1.964 -0.232
O 2.439 -2.789 0.216
C 0.864 -1.176 0.901
C 0.618 0.255 0.449
C -0.749 0.740 0.599
C -1.194 1.985 0.163
H 3.063 -3.209 -0.389
H -0.130 -1.560 1.212
H 1.472 -1.484 1.724
H 1.238 0.758 1.242
H 1.032 0.621 -0.492
H -1.403 0.176 1.259
H -0.549 2.721 -0.292
H -2.221 2.322 0.110
H 1.036 0.738 -4.335
H 2.269 1.641 -3.961
O 1.317 1.619 -4.033
H -1.348 -0.491 -2.498
H -2.048 -1.171 -3.698
O -1.196 -0.885 -3.357
H 1.671 -1.696 -3.299
H 0.757 -1.288 -4.313
O 1.644 -1.043 -4.016
H -4.351 -0.641 -1.590
H -3.369 -1.427 -0.906
O -3.971 -1.531 -1.654
H -0.135 2.450 -3.202
H -1.634 2.866 -3.551
O -0.807 3.142 -3.157
H 2.632 2.279 3.393
H 2.931 2.521 1.906
O 2.604 1.860 2.527
H 1.482 3.587 -1.447
H 1.317 2.712 -0.203
O 1.713 3.528 -0.510
H -0.752 -1.898 3.604
H -0.257 -0.869 4.586
O -1.030 -1.425 4.394
H 2.121 0.107 3.686
H 1.793 -1.277 3.220
O 1.590 -0.666 3.922
H -1.558 -3.712 0.791
H -2.955 -3.188 1.341
O -2.206 -3.003 0.768
H -1.425 0.154 3.624
H -2.899 0.619 3.493
O -1.992 0.908 3.355
```

Computed properties:
- multiplicity = 2
- maximum force (hartree/bohr) = 0.04134
- E (eV) = -32279.43064
- charge = +1